{
  "formula": "C22H45BBaF4NO10",
  "method": "the ωB97M-V functional and the def2-TZVPD basis",
  "symbols": ["H", "C", "H", "O", "H", "H", "C", "H", "C", "H", "C", "H", "H", "H", "H", "H", "C", "F", "F", "H", "H", "F", "C", "C", "Ba", "C", "B", "O", "H", "H", "C", "C", "H", "H", "O", "C", "C", "H", "H", "H", "C", "C", "N", "C", "H", "C", "H", "H", "H", "H", "H", "H", "H", "H", "H", "H", "H", "H", "H", "C", "H", "O", "C", "C", "O", "H", "H", "H", "H", "H", "H", "C", "H", "H", "O", "O", "O", "C", "H", "O", "C", "H", "F", "O"],
  "positions_angstrom": [[5.3790, -2.4628, 2.9151], [0.8189, 3.0923, 2.4515], [-2.2940, 0.1985, 5.6111], [3.8919, -2.8730, 0.6930], [-5.7897, 1.2379, 1.0009], [2.9409, -1.9136, 2.2759], [-5.4638, 0.6504, 0.1332], [7.7232, -3.4258, 4.2757], [2.7307, -2.4140, 1.3167], [-0.8204, 3.8320, 3.4400], [-3.1906, -1.9736, 0.1861], [-3.9067, -2.7984, 0.1708], [2.2974, -1.6537, 0.6668], [0.1520, 5.0608, 2.5996], [-0.7653, -0.7068, 5.4476], [-5.2369, -0.3480, 0.4970], [-2.3529, -1.7578, 3.7262], [0.4933, 1.3032, -0.3834], [-1.1250, 0.0684, -1.4332], [-2.2370, -2.3649, -0.1762], [-3.1559, 1.9491, -2.8223], [1.0361, -0.7227, -1.3018], [5.7631, -3.1909, 2.1971], [0.5329, 0.0220, -7.3652], [-2.0627, 1.3770, 1.1118], [-1.4265, 0.0261, 4.9701], [0.0522, -0.0227, -0.6533], [0.3128, 1.7740, 2.5975], [-1.3456, -2.6739, 2.0997], [1.9594, 0.7417, 1.8424], [-0.3311, 4.0889, 2.4897], [1.9595, -1.7232, -6.4937], [-2.2378, 4.9275, -0.0275], [1.5494, 3.3072, 3.2385], [-4.3066, 1.1787, -0.4717], [-4.5231, 2.3783, -1.2031], [6.8397, -4.0561, 4.1445], [1.3532, 3.1826, 1.4958], [-3.4901, -1.1611, -0.4670], [2.3890, -1.6506, -4.4124], [1.0500, -0.0655, -5.0227], [1.3086, -1.1015, -7.5437], [1.3969, -1.6817, -8.8799], [-1.0268, 3.1690, -1.9740], [-6.2921, 0.5889, -0.5756], [-3.3138, 2.6969, -2.0424], [-0.5885, 2.3053, -2.4814], [1.9900, -3.2068, 1.4792], [0.8873, -0.1590, 2.9617], [-0.8470, 0.9374, 4.8404], [6.3943, -2.6574, 1.4743], [4.9710, -4.6158, 0.7478], [-0.0523, 0.4520, -8.1636], [-1.2636, 3.8610, -2.7871], [0.8633, 0.2383, -3.9990], [-2.9730, -3.2845, 2.4169], [7.0518, -5.0596, 4.5107], [-0.2852, 3.6035, -1.3121], [2.5143, -2.6404, -6.6284], [-2.3697, -2.3715, 2.3483], [-1.8924, -2.3380, 4.5360], [1.7671, -2.8259, -8.9783], [1.3393, 0.8030, 2.7406], [1.8469, -1.1795, -5.2196], [-1.1714, 3.8924, 1.3698], [-0.2128, 1.4271, -5.9628], [-2.6245, 5.3726, 1.5892], [-3.5091, 3.6824, -2.4770], [3.9693, -4.3144, 2.1664], [2.0093, 1.0828, 3.5627], [-5.3182, 2.1794, -1.9328], [-1.7787, 5.1211, 0.9411], [-3.3862, -1.6985, 4.1142], [-4.8371, 3.2133, -0.5689], [-2.1564, 2.7475, -1.2092], [-2.9918, -1.4424, 1.5053], [-1.7752, -0.4642, 3.6863], [0.4442, 0.5779, -6.0926], [-1.0552, 5.9277, 0.8785], [1.0928, -0.9764, -9.8218], [4.6253, -3.8354, 1.4221], [6.0059, -3.6483, 4.7215], [-0.4629, -0.5944, 0.5104], [6.5432, -4.2213, 2.7662]],
  "lowdin_charge": [0.1170, -0.1954, 0.1001, -0.1695, 0.1038, 0.0835, -0.0860, 0.0874, -0.1227, 0.1378, -0.0734, 0.1067, 0.0715, 0.1414, 0.1015, 0.0786, -0.1946, 0.0678, 0.0732, 0.1036, 0.1503, 0.1808, -0.2158, -0.0052, 2.1913, -0.0844, -1.3673, -0.3346, 0.1395, 0.1018, -0.1995, 0.0053, 0.0811, 0.1404, -0.3540, -0.1880, -0.1015, 0.1433, 0.0694, 0.1122, -0.0711, -0.1559, -0.3626, -0.0751, 0.1093, -0.1783, 0.0921, 0.0937, 0.0886, 0.0800, 0.1305, 0.1314, 0.1203, 0.1043, 0.0948, 0.1417, 0.0874, 0.0938, 0.1220, -0.2052, 0.1343, 0.0897, -0.0809, -0.0557, -0.3677, 0.1003, 0.1036, 0.1418, 0.1255, 0.1051, 0.1436, -0.0519, 0.1370, 0.1401, -0.3748, -0.2870, -0.2673, -0.0656, 0.1057, 0.0802, -0.2001, 0.0829, 0.0045, -0.1825],
  "homo_lumo_gap_ev": 7.9,
  "charge": 1,
  "total_energy_ha": -2122.13512,
  "relative_energy_kcal_mol": 0.0,
  "e_homo_ev": -10.9
}

---

{
  "formula": "C22H45BrO5Si4Y",
  "method": "the ωB97M-V functional and the def2-TZVPD basis",
  "symbols": ["H", "H", "H", "C", "H", "C", "H", "O", "H", "C", "C", "C", "H", "H", "Si", "Br", "H", "H", "O", "Y", "O", "H", "H", "H", "C", "C", "C", "O", "H", "H", "Si", "H", "H", "H", "C", "C", "C", "Si", "H", "C", "C", "H", "Si", "H", "H", "H", "H", "C", "H", "C", "H", "C", "H", "C", "C", "H", "H", "H", "C", "H", "H", "H", "H", "H", "H", "H", "H", "C", "C", "H", "H", "H", "H", "H", "H", "C", "H", "O"],
  "positions_angstrom": [[-3.9802, -0.8701, -0.5676], [5.7556, 0.7213, -0.0884], [-2.3447, 2.4397, -3.1398], [3.7646, -3.4603, -1.9960], [2.7472, -3.6544, 3.4711], [-2.7960, 3.3853, -1.2343], [-0.9677, -4.0189, -0.4908], [-0.7627, 2.2800, -1.8310], [3.4651, -4.2020, 1.9558], [5.4520, -0.9540, -2.0974], [-2.4259, -4.0115, 1.0846], [-1.2979, -3.5562, 0.4287], [5.9502, -1.4844, -2.9118], [3.8982, 3.4129, 2.0884], [3.6217, -1.7058, 2.1972], [-4.3950, -3.9726, 3.1347], [4.2653, -3.8853, -1.1232], [-4.8683, 1.4155, -0.5723], [-3.0079, 2.2987, -0.3515], [-0.3867, 1.5769, 1.0064], [1.1560, -0.8629, 0.5163], [1.5893, -1.2849, -3.2505], [-2.9959, -4.8428, 0.6935], [5.8449, -2.4905, 1.4014], [-3.8245, 1.2511, -0.8539], [-0.5639, -2.4846, 0.9367], [0.6056, -2.0176, 0.1415], [1.0312, -2.6691, -0.7909], [-0.5732, 1.0792, -3.5164], [2.1550, 3.2258, -1.1480], [3.6701, -1.5770, -1.9085], [-2.3112, -1.9160, -1.8580], [6.0314, -1.1374, -1.1891], [-1.4799, 3.9507, -2.8311], [2.9575, -0.6532, 3.6307], [5.3428, 1.5104, 0.5425], [-1.8398, 3.0280, -2.3645], [3.4586, 1.6878, 0.3754], [-0.7705, -1.0466, -2.0572], [3.0049, 2.8359, 1.8366], [-2.0740, -2.3565, 2.8089], [-2.3772, -1.9123, 3.7472], [2.9687, -0.6465, 0.1780], [0.7605, 1.0387, -2.3309], [3.1647, -1.1336, 4.5883], [-3.3597, 0.0275, 0.8398], [5.6160, 1.2791, 1.5752], [-3.3334, -0.0477, -0.2501], [-3.7649, 1.2097, -1.9452], [0.0421, 1.6790, -2.8396], [-3.7376, 3.7393, -1.6619], [-0.9408, -1.9143, 2.1475], [2.2195, 3.5508, 1.5857], [-1.8358, -0.9330, -1.8694], [5.5024, -1.8655, 2.2293], [3.2872, 2.2384, -2.0889], [-2.3737, 4.1799, -0.6182], [1.8551, -3.4904, 1.9619], [2.8498, -3.4236, 2.4094], [5.5080, 0.1132, -2.3232], [-2.2775, -0.3358, -2.6724], [3.8751, 3.5979, -1.1365], [4.3346, -3.7498, -2.8813], [2.7031, 2.3037, 2.7431], [2.7737, -3.9014, -2.0629], [-0.3297, -1.1444, 2.6048], [6.0001, -0.8983, 2.1386], [-2.8183, -3.3909, 2.2632], [3.1512, 2.7802, -1.1501], [2.6336, 0.1368, -3.4480], [3.4088, 0.3413, 3.6521], [3.0071, -1.3647, -4.2938], [0.5711, 2.4333, -3.4266], [5.8473, 2.4411, 0.2759], [5.8425, -2.3306, 3.1566], [2.6231, -0.9518, -3.3589], [1.8734, -0.5288, 3.5495], [-1.9812, -0.2976, -0.6045]],
  "lowdin_charge": [0.1418, -0.0043, 0.1250, -0.1968, 0.0387, -0.1754, 0.1286, -0.3254, 0.0357, -0.2212, -0.0983, -0.0060, 0.0376, 0.0391, 0.4489, 0.7770, 0.0297, 0.1437, -0.2538, 1.4872, -0.3762, 0.0152, 0.1095, 0.0288, -0.1670, -0.1653, -0.5843, 0.0515, 0.0931, 0.0041, 0.4425, 0.1039, 0.0193, 0.1414, -0.2013, -0.2192, -0.1919, 0.3679, 0.0816, -0.2610, -0.1101, 0.1098, 0.5643, 0.0640, 0.0384, 0.1178, 0.0259, -0.1897, 0.1232, -0.0942, 0.1407, -0.0597, -0.0206, -0.0618, -0.2058, 0.0151, 0.1259, 0.0112, -0.1775, 0.0280, 0.0922, 0.0391, 0.0384, -0.0055, 0.0189, 0.0615, 0.0113, -0.6768, -0.2202, 0.0101, 0.0132, 0.0406, 0.1060, 0.0432, 0.0372, -0.2005, 0.0081, -0.3061],
  "homo_lumo_gap_ev": [5.8, 5.9],
  "charge": 1,
  "total_energy_ha": -5011.58848,
  "relative_energy_kcal_mol": 82.6,
  "e_homo_ev": [-8.8, -8.9]
}